15
Properties=species:S:1:pos:R:3:mulliken_charge:R:1 method="wB97M-V/def2-TZVPD" max_force_ha_per_bohr=0.011 molar_mass_g_mol=100.12 de_lowest_kj_mol=261.6 charge=0 e_tot_ev=-9407.1212 e_lumo_ev=0.9
O 0.03 2.03 0.62 -0.522
C -0.24 0.88 0.38 0.285
C -1.04 -0.14 1.21 -0.620
C -0.87 -1.30 0.23 -0.060
C 0.62 -1.27 -0.15 -0.624
C 0.11 0.01 -0.83 -0.057
O -1.16 -0.64 -1.04 -0.475
H 1.65 2.74 -0.95 -0.222
H 2.20 2.81 -1.44 0.202
H -0.60 -0.29 2.20 0.299
H -2.08 0.17 1.33 0.294
H -1.43 -2.22 0.39 0.437
H 1.37 -1.21 0.64 0.259
H 0.87 -2.04 -0.89 0.280
H 0.56 0.48 -1.71 0.525